A molecular structure, C34H27N8S2Tl, computed with ωB97M-V/def2-TZVPD.

Calculated values
- Total energy: -2718.79199 hartree
- HOMO level: -0.24249 hartree
- Strongest force on any atom: 0.30 eV Å⁻¹
- Orbital gap: 6.2 eV
- Relative energy (zero: lowest compared OMol25 entry of this formula, charge and spin): 3.75 kcal per mole

Each line ends with the Löwdin charge.
Positions of all 72 atoms, in Å:
Tl1 -0.601927 2.166671 -0.264530  0.7243
S1 -1.624013 0.772576 7.103045  1.0460
C1 -3.283500 1.043566 7.401773  -0.4173
C2 -3.977394 1.226013 6.246855  -0.1751
C3 -3.144671 1.144730 5.097136  -0.1106
C4 -1.834974 0.902811 5.401374  -0.4859
C5 -0.702744 0.761299 4.469301  -0.1838
C6 -0.946861 0.688753 3.078958  -0.0619
N1 -0.007221 0.567697 2.176678  0.0797
C7 1.272976 0.489728 2.575765  -0.1606
C8 1.638804 0.571412 3.921327  -0.1315
C9 3.032331 0.535593 4.285802  -0.0180
C10 3.988741 0.423986 3.344200  -0.0209
C11 3.642479 0.310134 1.949147  -0.1314
C12 4.610171 0.188698 0.941777  0.0464
C13 4.230057 0.063167 -0.372720  -0.1911
C14 2.843826 0.030293 -0.631163  -0.0999
N2 1.913467 0.144562 0.281949  0.1095
C15 2.296619 0.312118 1.563659  -0.1545
C16 5.210159 -0.025791 -1.471398  -0.4777
C17 6.569054 0.074915 -1.403774  -0.1218
C18 7.207189 -0.038190 -2.669862  -0.1800
C19 6.318729 -0.221170 -3.682059  -0.4172
S2 4.712237 -0.248398 -3.104897  1.0356
C20 0.611101 0.707475 4.869941  0.0250
H1 -3.655517 1.055318 8.413311  0.0645
H2 -5.039695 1.416490 6.209494  0.1048
H3 -3.510922 1.280877 4.089030  0.1123
H4 -1.959925 0.753334 2.692060  0.1101
H5 3.294960 0.606897 5.334449  0.1155
H6 5.036207 0.408434 3.620067  0.1139
H7 5.657828 0.196021 1.219510  0.1204
H8 2.486176 -0.086890 -1.651298  0.0813
H9 7.108121 0.229223 -0.479823  0.1078
H10 8.276003 0.018059 -2.814999  0.1036
H11 6.519116 -0.332175 -4.735114  0.0649
H12 0.875039 0.778546 5.920152  0.1054
C21 -1.463492 -1.334314 -0.067772  -0.1959
N3 -1.978376 0.034421 -0.093686  -0.0883
C22 -3.242472 0.204469 0.054749  -0.1313
C23 -3.857884 1.487576 0.127540  -0.3859
C24 -5.214631 1.782179 0.310061  -0.0824
C25 -5.301230 3.175251 0.350632  -0.1227
C26 -3.987304 3.644594 0.192709  -0.2079
N4 -3.112481 2.637064 0.058206  -0.0901
C27 -1.887615 -2.171538 -1.253051  -0.2137
C28 -1.612197 -1.738706 -2.549216  -0.0418
C29 -1.991884 -2.496163 -3.644208  -0.0881
C30 -2.656704 -3.705627 -3.462278  -0.1004
C31 -2.941572 -4.141135 -2.178382  -0.0901
C32 -2.560545 -3.373583 -1.081310  -0.0475
H13 -1.768226 -1.843390 0.853284  0.1129
H14 -0.373878 -1.262501 -0.039132  0.0916
H15 -3.907793 -0.662006 0.157999  0.1367
H16 -6.018515 1.065592 0.396521  0.0900
H17 -6.188148 3.776718 0.475812  0.0761
H18 -3.654848 4.673767 0.175946  0.0898
H19 -1.120262 -0.784045 -2.684083  0.0676
H20 -1.780995 -2.138440 -4.645534  0.0918
H21 -2.956205 -4.298378 -4.317165  0.0965
H22 -3.467960 -5.074917 -2.025856  0.0992
H23 -2.790206 -3.716051 -0.078432  0.1076
N5 0.887420 -0.570281 -7.014369  0.1608
C33 0.670392 -0.247174 -5.717016  -0.5158
N6 1.172604 -1.074722 -4.776570  0.1898
N7 -0.004596 0.838673 -5.454218  0.1145
C34 -0.119379 1.149502 -4.172758  -0.3510
N8 -0.223478 1.423977 -3.053395  0.0911
H24 1.127601 -1.512200 -7.264565  0.1031
H25 0.369615 -0.030269 -7.686589  0.1104
H26 1.795492 -1.825533 -5.011181  0.1101
H27 1.097759 -0.809600 -3.807818  0.0815

Forces on the atoms, in the same order (eV/Å):
-0.1 0.1 0.1
0.1 0.0 0.1
0.0 0.0 0.0
0.1 0.0 -0.1
-0.1 0.0 0.0
0.2 0.0 -0.2
-0.2 0.0 0.0
0.0 0.1 0.0
-0.1 -0.1 0.0
0.1 -0.1 -0.2
0.1 0.0 0.2
-0.1 0.0 0.0
0.0 0.0 -0.1
0.1 0.0 0.1
0.1 0.0 0.1
0.1 0.0 -0.2
0.0 0.0 0.0
0.0 0.1 0.0
-0.2 0.0 0.0
-0.2 0.0 0.2
0.2 0.0 0.0
0.0 0.0 0.1
0.0 0.0 0.0
-0.1 0.0 -0.1
0.1 0.0 0.1
0.0 0.0 0.0
0.0 0.0 0.0
0.0 0.0 0.0
0.0 0.0 0.0
0.0 0.0 0.0
0.0 0.0 0.0
0.0 0.0 0.0
0.0 0.0 0.0
0.0 0.0 0.0
0.0 0.0 0.0
0.0 0.0 0.0
0.0 0.0 0.0
0.0 0.0 0.0
0.1 0.0 -0.1
-0.1 0.0 0.1
0.1 -0.1 0.0
0.0 0.1 0.0
0.1 0.0 0.0
0.0 0.0 0.0
0.0 -0.1 0.0
0.0 0.0 0.0
0.0 0.0 0.0
0.0 0.0 0.0
0.0 0.0 0.0
0.0 0.0 0.0
0.0 -0.1 0.0
0.0 0.0 0.0
0.0 0.0 0.0
0.0 0.0 0.0
0.0 0.0 0.0
0.0 0.0 0.0
0.0 0.0 0.0
0.0 0.0 0.0
0.0 0.0 0.0
0.0 0.0 0.0
0.0 0.0 0.0
0.0 0.0 0.0
0.0 0.0 0.0
0.1 -0.3 0.1
0.1 0.0 -0.1
-0.1 0.2 0.1
0.0 0.1 -0.1
0.0 0.0 -0.1
0.0 0.0 0.0
0.0 0.0 0.0
0.0 0.0 0.0
-0.1 0.0 0.0